{"formula": "C48H98F10N16O20S10", "method": "ωB97M-V/def2-TZVPD", "species": ["C", "C", "N", "C", "C", "N", "C", "C", "H", "H", "H", "H", "H", "H", "H", "H", "H", "H", "H", "C", "C", "N", "C", "C", "N", "C", "C", "H", "H", "H", "H", "H", "H", "H", "H", "H", "H", "H", "C", "C", "N", "C", "C", "N", "C", "C", "H", "H", "H", "H", "H", "H", "H", "H", "H", "H", "H", "C", "C", "N", "C", "C", "N", "C", "C", "H", "H", "H", "H", "H", "H", "H", "H", "H", "H", "H", "C", "C", "C", "N", "C", "C", "C", "C", "C", "H", "H", "H", "H", "H", "H", "H", "H", "H", "H", "H", "H", "H", "H", "H", "H", "H", "H", "C", "C", "C", "N", "C", "C", "C", "C", "C", "H", "H", "H", "H", "H", "H", "H", "H", "H", "H", "H", "H", "H", "H", "H", "H", "H", "H", "C", "C", "C", "N", "C", "C", "C", "C", "C", "H", "H", "H", "H", "H", "H", "H", "H", "H", "H", "H", "H", "H", "H", "H", "H", "H", "H", "N", "S", "O", "O", "F", "S", "O", "O", "F", "N", "S", "O", "O", "F", "S", "O", "O", "F", "N", "S", "O", "O", "F", "S", "O", "O", "F", "N", "S", "O", "O", "F", "S", "O", "O", "F", "N", "S", "O", "O", "F", "S", "O", "O", "F"], "positions_angstrom": [[3.768, -2.215, -0.569], [4.213, -3.645, -0.283], [4.800, -3.758, 1.043], [4.257, -4.221, 2.207], [5.153, -3.964, 3.211], [6.236, -3.358, 2.645], [5.984, -3.217, 1.343], [7.439, -2.900, 3.334], [3.288, -2.217, -1.545], [4.548, -1.461, -0.580], [3.044, -1.846, 0.163], [4.944, -3.941, -1.035], [3.419, -4.387, -0.363], [3.304, -4.718, 2.165], [5.055, -4.115, 4.272], [6.675, -2.858, 0.598], [7.617, -1.830, 3.393], [8.233, -3.425, 2.802], [7.490, -3.285, 4.351], [-3.019, -8.091, -1.730], [-2.843, -6.614, -2.039], [-2.471, -5.831, -0.856], [-3.338, -5.501, 0.145], [-2.585, -4.938, 1.136], [-1.283, -4.886, 0.698], [-1.236, -5.452, -0.512], [-0.296, -4.090, 1.406], [-3.104, -8.691, -2.634], [-3.892, -8.254, -1.102], [-2.103, -8.460, -1.265], [-3.719, -6.107, -2.449], [-2.133, -6.412, -2.841], [-4.375, -5.787, 0.147], [-2.920, -4.399, 2.008], [-0.406, -5.436, -1.201], [-0.816, -3.417, 2.080], [0.300, -3.503, 0.708], [0.297, -4.778, 2.009], [-5.350, 0.900, -4.415], [-4.429, -0.296, -4.477], [-4.711, -1.267, -3.399], [-4.976, -2.611, -3.474], [-5.114, -3.051, -2.194], [-5.044, -1.970, -1.353], [-4.736, -0.917, -2.101], [-5.197, -1.989, 0.087], [-5.209, 1.566, -5.264], [-5.197, 1.534, -3.539], [-6.391, 0.573, -4.376], [-3.396, 0.042, -4.438], [-4.554, -0.794, -5.437], [-5.173, -3.169, -4.372], [-5.389, -4.028, -1.837], [-4.622, 0.113, -1.799], [-5.350, -3.015, 0.413], [-6.027, -1.357, 0.394], [-4.277, -1.688, 0.586], [-0.584, 0.469, 3.832], [0.142, -0.735, 3.170], [-0.084, -0.678, 1.720], [-1.247, -0.915, 1.008], [-1.042, -0.655, -0.298], [0.265, -0.233, -0.411], [0.815, -0.303, 0.803], [0.933, 0.269, -1.591], [-0.543, 0.473, 4.920], [-1.581, 0.565, 3.410], [0.023, 1.350, 3.611], [-0.377, -1.627, 3.520], [1.204, -0.815, 3.383], [-2.150, -1.133, 1.549], [-1.697, -0.573, -1.147], [1.836, 0.031, 0.935], [0.961, 1.358, -1.540], [0.265, 0.060, -2.427], [1.920, -0.128, -1.815], [2.467, 6.914, -2.681], [2.984, 6.382, -1.363], [2.268, 5.091, -0.982], [2.295, 4.808, 0.507], [3.714, 4.663, 0.969], [1.572, 3.526, 0.904], [0.827, 3.832, 2.199], [1.268, 5.221, 2.681], [1.633, 5.880, 1.334], [2.920, 6.357, -3.497], [2.723, 7.969, -2.772], [1.382, 6.814, -2.748], [2.969, 7.102, -0.540], [4.058, 6.188, -1.441], [2.721, 4.224, -1.451], [1.193, 5.225, -1.118], [4.324, 3.934, 0.432], [3.716, 4.262, 1.982], [4.273, 5.593, 0.892], [2.277, 2.703, 1.009], [0.917, 3.259, 0.073], [0.958, 3.084, 2.980], [-0.243, 3.795, 1.985], [2.184, 5.182, 3.269], [0.449, 5.629, 3.266], [2.320, 6.708, 1.479], [0.705, 6.202, 0.863], [-2.869, 3.305, 4.871], [-3.207, 3.050, 6.320], [-2.579, 1.794, 6.936], [-3.204, 1.341, 8.249], [-2.836, 2.328, 9.321], [-4.723, 1.171, 8.133], [-5.079, -0.208, 8.682], [-3.885, -0.508, 9.578], [-2.731, -0.043, 8.680], [-3.441, 4.096, 4.391], [-3.155, 2.398, 4.325], [-1.816, 3.458, 4.633], [-4.280, 3.044, 6.507], [-2.885, 3.856, 6.988], [-1.516, 1.865, 7.166], [-2.710, 0.914, 6.301], [-3.091, 3.302, 8.908], [-1.771, 2.307, 9.538], [-3.391, 2.233, 10.250], [-5.164, 2.052, 8.603], [-5.064, 1.335, 7.112], [-5.914, -0.234, 9.383], [-5.260, -0.917, 7.879], [-3.804, 0.070, 10.499], [-3.731, -1.548, 9.862], [-1.720, 0.005, 9.075], [-2.771, -0.613, 7.749], [0.027, 4.120, -6.599], [0.813, 2.849, -6.197], [0.560, 1.682, -7.121], [1.388, 0.458, -6.793], [1.275, 0.129, -5.297], [2.844, 0.652, -7.183], [3.358, -0.674, -7.807], [2.198, -1.657, -7.620], [0.959, -0.774, -7.551], [-1.024, 3.884, -6.430], [0.197, 4.455, -7.620], [0.321, 4.913, -5.914], [0.477, 2.627, -5.181], [1.871, 3.080, -6.050], [0.724, 1.946, -8.165], [-0.450, 1.282, -7.003], [1.753, -0.819, -5.067], [0.211, 0.214, -5.090], [1.780, 0.936, -4.767], [3.327, 1.027, -6.285], [3.054, 1.470, -7.873], [4.187, -1.124, -7.265], [3.610, -0.567, -8.858], [2.293, -2.217, -6.690], [2.142, -2.381, -8.431], [0.132, -1.226, -7.004], [0.617, -0.514, -8.554], [3.795, 0.769, 1.293], [4.016, 0.337, 2.893], [5.029, 0.917, 3.727], [3.796, -1.084, 3.077], [2.690, 1.032, 3.458], [5.277, 1.045, 0.927], [6.235, -0.045, 0.971], [5.824, 2.315, 1.351], [5.020, 1.228, -0.644], [-0.207, -4.543, -3.433], [1.064, -3.685, -3.434], [1.183, -2.732, -2.353], [1.555, -3.308, -4.717], [2.061, -4.847, -2.970], [-1.263, -3.301, -3.704], [-1.133, -2.548, -4.912], [-1.830, -2.630, -2.556], [-2.472, -4.295, -4.058], [-2.728, 1.593, -1.807], [-2.725, 2.530, -0.638], [-3.440, 3.769, -0.712], [-1.587, 2.397, 0.245], [-3.852, 1.677, 0.207], [-1.882, 2.571, -2.894], [-0.613, 3.058, -2.461], [-2.708, 3.325, -3.799], [-1.583, 1.345, -3.899], [-2.765, -2.320, 3.489], [-2.799, -3.152, 4.813], [-3.856, -4.126, 4.831], [-2.319, -2.586, 6.054], [-1.564, -4.120, 4.383], [-4.140, -1.471, 3.797], [-4.123, -0.519, 4.873], [-5.347, -2.179, 3.510], [-4.011, -0.413, 2.603], [4.802, 2.212, -4.720], [4.168, 2.827, -3.475], [5.050, 3.328, -2.458], [2.928, 2.197, -3.014], [3.622, 4.200, -4.108], [5.369, 0.801, -3.967], [4.400, -0.221, -3.705], [6.515, 0.891, -3.105], [6.187, 0.236, -5.213]], "forces_ev_per_angstrom": [[-0.699, -0.054, -0.137], [-0.072, 0.364, -0.541], [1.357, 0.547, 0.667], [-0.035, -0.157, 0.240], [-1.000, -0.295, -0.160], [-0.737, 0.755, -0.178], [0.403, -0.328, -0.349], [0.963, -0.990, -0.022], [0.017, 0.129, -0.012], [0.516, -0.292, -0.040], [-0.093, -0.295, 0.078], [0.205, -0.061, 0.191], [-0.209, 0.205, 0.125], [-0.001, 0.066, 0.382], [0.130, -0.089, -0.031], [-0.026, 0.340, 0.156], [-0.485, 0.099, -0.522], [0.394, 0.505, 0.124], [-0.485, -0.111, -0.044], [0.351, 0.149, -0.138], [-0.161, 0.482, -0.965], [0.599, -0.323, -0.094], [0.482, -0.162, 0.999], [-0.857, 0.493, -0.481], [-1.141, 0.209, -0.424], [-0.190, 0.437, -0.157], [0.599, -0.348, 0.197], [-0.291, 0.252, -0.136], [0.119, -0.185, 0.112], [-0.162, -0.008, 0.340], [-0.343, -0.372, 0.260], [0.475, -0.217, 0.374], [0.001, 0.070, -0.120], [0.171, -0.311, 0.245], [0.121, -0.200, 0.131], [-0.088, -0.053, -0.051], [0.063, -0.175, -0.053], [0.262, 0.244, -0.047], [-0.595, 0.337, 0.442], [0.033, 0.240, -0.527], [0.100, 0.223, 0.769], [-0.122, -0.214, 0.463], [-0.788, -0.293, -0.289], [0.840, 0.057, -0.749], [-0.349, 0.552, -0.788], [0.331, -0.288, 0.627], [0.053, -0.214, -0.138], [0.233, -0.151, 0.070], [-0.025, 0.043, -0.213], [0.113, -0.322, 0.305], [-0.063, -0.307, 0.168], [0.430, 0.202, -0.196], [0.029, 0.033, 0.032], [0.167, -0.133, 0.365], [-0.344, 0.026, -0.142], [0.041, -0.031, 0.049], [-0.077, 0.333, -0.199], [1.636, 0.177, -0.456], [-1.580, 0.063, 0.625], [0.870, 0.114, -1.621], [-0.868, -0.009, 0.940], [0.490, 0.616, -0.221], [0.083, -1.029, 1.381], [0.450, 0.842, -0.349], [-0.641, 0.869, -1.071], [-0.404, -0.685, 0.024], [-0.114, 0.097, 0.286], [-0.363, 0.170, -0.412], [0.288, -0.205, -0.019], [-0.013, 0.138, -0.132], [0.003, -0.148, -0.177], [-0.105, -0.336, 0.098], [-0.002, -0.225, 0.437], [0.279, -0.060, 0.125], [0.174, -0.217, -0.052], [-0.029, -0.221, 0.430], [-0.047, 0.250, 0.043], [0.918, -0.443, 0.602], [-0.519, 0.554, 1.061], [1.157, -0.340, 0.843], [0.829, -0.312, 0.383], [-0.109, -0.266, -0.555], [-0.492, -0.415, 0.297], [0.499, -0.872, -1.074], [-0.600, 0.396, 0.949], [-0.092, 0.088, -0.113], [-0.006, -0.037, -0.192], [-0.008, 0.093, -0.042], [-0.619, 0.184, -0.194], [-0.046, -0.200, -0.231], [-0.390, -0.163, -0.270], [0.039, -0.409, -0.772], [-0.671, -0.104, -0.576], [-0.040, 0.406, 0.128], [-0.368, 0.206, 0.193], [0.316, 0.272, -0.065], [-0.241, 0.154, 0.142], [0.392, -0.084, -0.182], [-0.008, 0.323, -0.025], [-0.207, -0.129, 0.332], [0.215, 0.692, -0.214], [-0.085, 0.091, -0.282], [0.207, 0.026, -0.436], [-0.188, -1.063, -0.836], [0.423, 0.681, 1.807], [-0.254, -1.199, -0.198], [0.044, 0.162, 0.547], [-0.380, 0.799, -0.407], [-0.635, 0.933, -0.360], [-0.100, 0.465, 1.578], [1.929, -0.444, -0.623], [-0.704, -0.014, -0.818], [-0.028, 0.217, 0.411], [0.048, 0.045, -0.137], [0.082, 0.109, 0.407], [-0.093, -0.218, -0.506], [0.149, 0.375, -0.465], [0.050, 0.332, -0.213], [-0.029, 0.170, -0.257], [0.085, 0.107, 0.225], [0.030, -0.234, -0.218], [-0.133, -0.484, -0.169], [-0.030, -0.380, 0.669], [0.522, -0.582, -0.249], [-0.509, 0.413, -0.610], [0.299, -0.161, 0.079], [-0.675, 0.039, 0.044], [-0.242, -0.071, -0.168], [-0.059, 0.067, 0.107], [0.368, -0.275, 0.144], [0.239, -0.801, 0.386], [-0.063, 0.791, 0.513], [-0.265, -0.770, 0.456], [0.805, -0.209, -0.318], [0.188, 1.303, -0.828], [1.115, 0.050, 0.231], [-0.426, -0.313, 0.969], [-0.392, 0.120, 0.100], [-0.293, -0.342, -0.123], [-0.136, 0.366, -0.232], [0.003, -0.097, -0.045], [-0.120, 0.104, -0.061], [-0.060, -0.228, -0.064], [0.118, -0.114, -0.475], [0.119, -0.177, -0.028], [-0.247, 0.489, -0.144], [-0.238, -0.107, -0.147], [-0.002, -0.555, 0.235], [0.099, -0.189, 0.124], [0.362, -0.592, 0.124], [-0.986, 0.057, -0.250], [0.370, 0.537, -0.137], [0.061, 0.208, 0.044], [0.088, 0.022, -0.066], [-0.144, 0.030, -0.003], [-0.041, -0.002, -0.047], [0.052, 0.372, 0.062], [-0.078, -0.841, 3.425], [-1.173, -1.125, 1.614], [-0.423, -0.068, -1.348], [-0.270, 0.910, -0.564], [-0.220, -0.142, -0.339], [5.016, 2.140, -3.937], [-1.537, 0.025, 0.477], [-1.144, -0.928, -0.163], [-0.212, -0.212, 1.051], [-2.745, 1.788, -0.182], [5.760, 0.020, 0.820], [-0.585, -0.236, -0.543], [-0.085, 0.173, 0.122], [-0.260, 0.129, -0.031], [-4.275, -1.255, -0.330], [0.678, -0.028, 0.563], [1.159, -0.378, -0.228], [0.102, -0.111, -0.078], [1.886, 0.615, -4.658], [-2.748, 0.867, 7.759], [1.274, 0.105, -0.843], [-0.070, 0.581, -0.732], [0.432, -0.297, -0.246], [-1.306, -1.623, -3.669], [-0.483, -0.156, 0.248], [0.430, 0.160, 1.606], [0.774, -0.339, 0.513], [-1.844, 2.139, 0.733], [2.518, -5.216, 2.371], [0.084, 1.103, 0.490], [-0.706, 0.239, -1.398], [0.155, 0.594, -0.008], [-1.627, 2.869, -2.144], [0.392, -1.094, 0.637], [0.674, 0.147, 0.060], [0.332, -0.592, -0.578], [1.309, -3.137, 0.501], [-2.893, 3.691, 2.918], [-0.430, -0.455, -0.324], [1.028, 0.411, -0.379], [0.031, -0.463, -0.466], [4.033, -2.018, -1.736], [-0.633, 0.681, -0.131], [-1.680, 1.045, 0.510], [-1.155, 0.213, -0.977]], "lowdin_charge": [-0.0464, -0.1383, -0.0382, -0.0102, -0.0140, -0.0665, -0.0155, 0.0365, 0.0557, 0.0674, 0.0609, 0.1380, 0.1207, 0.1267, 0.1397, 0.1791, 0.1092, 0.1078, 0.1025, -0.0428, -0.1778, -0.0381, -0.0071, 0.0114, -0.0473, 0.0072, 0.0234, 0.0893, 0.0815, 0.0878, 0.1176, 0.1092, 0.1415, 0.1112, 0.1461, 0.0527, 0.0998, 0.1076, -0.0603, -0.1480, -0.0094, -0.0104, -0.0277, -0.0574, -0.0144, 0.0275, 0.0939, 0.0706, 0.0896, 0.1026, 0.1331, 0.1438, 0.1265, 0.1377, 0.0955, 0.1187, 0.0741, -0.0284, -0.1275, -0.0040, -0.0427, -0.0230, -0.0318, -0.0200, 0.0125, 0.0802, 0.0671, 0.0469, 0.0869, 0.1006, 0.0812, 0.1021, 0.1122, 0.0739, 0.0896, 0.0952, -0.0749, -0.2254, -0.0989, -0.2383, 0.0209, -0.0778, -0.1519, -0.1202, -0.0934, 0.0621, 0.0837, 0.0798, 0.1039, 0.1196, 0.1083, 0.1323, 0.0924, 0.1095, 0.1157, 0.0999, 0.1093, 0.0862, 0.1035, 0.1107, 0.1194, 0.1273, 0.1476, -0.0707, -0.2183, -0.1154, -0.2553, 0.0194, -0.0816, -0.1171, -0.1380, -0.0845, 0.0870, 0.0715, 0.0725, 0.1072, 0.1052, 0.1401, 0.1023, 0.0951, 0.1146, 0.1103, 0.1371, 0.1205, 0.1270, 0.1262, 0.1138, 0.1311, 0.1405, 0.1152, -0.0617, -0.2264, -0.1149, -0.2389, 0.0445, -0.0755, -0.1064, -0.1449, -0.0991, 0.0741, 0.0784, 0.0780, 0.0864, 0.1107, 0.1411, 0.1383, 0.0969, 0.0882, 0.0739, 0.0873, 0.1382, 0.1174, 0.1165, 0.0869, 0.1257, 0.1225, 0.1398, -0.2864, 0.5398, -0.2428, -0.2984, -0.1951, 0.4507, -0.2871, -0.2672, -0.1853, -0.2589, 0.4202, -0.2993, -0.2547, -0.1801, 0.5217, -0.2541, -0.2929, -0.2043, -0.2716, 0.4179, -0.2422, -0.2927, -0.2363, 0.5474, -0.2557, -0.2513, -0.2218, -0.2796, 0.4574, -0.2596, -0.2750, -0.2177, 0.4988, -0.2827, -0.2460, -0.2060, -0.2522, 0.4110, -0.2740, -0.3286, -0.1941, 0.5313, -0.2863, -0.2538, -0.1913], "homo_energy_ha": -0.462, "lumo_ev": -3.452, "total_charge": 2, "gap_ev": 9.1}